DFT (ωB97M-V with the def2-TZVPD basis set) results for a 2-piece molecular cluster, C4H7NO overall in a non-equilibrium geometry.

Computed properties:
- E_tot: -7796.9955 eV
- SMILES: CCC=O.C#N
- Total charge: 0
- LUMO level: 1.0997 eV
- HOMO energy: -9.788 eV
- F_max: 1.33 eV/Å
- Frontier orbital gap: 0.400 Eh

Structure (XYZ):
```
13
Properties=species:S:1:pos:R:3:lowdin_charge:R:1
C -0.74 0.68 1.45 -0.08
C -0.06 -0.77 0.06 -0.41
C -0.50 0.61 -0.12 -0.19
N 0.77 -0.03 -2.46 0.09
C 1.58 -0.72 -2.03 -0.06
O 1.07 -1.10 0.35 -0.02
H -0.83 -0.28 2.00 0.09
H 0.15 1.15 1.87 0.09
H -1.66 1.22 1.63 0.07
H -0.91 -1.47 0.10 0.14
H -1.40 0.75 -0.74 0.12
H 0.26 1.33 -0.43 0.10
H 2.32 -1.39 -1.64 0.08
```